{
  "formula": "C46H37ClFN4O2S2Sc",
  "method": "the ωB97M-V functional and the def2-TZVPD basis",
  "e_tot_ha": -4261.83343,
  "max_force_ev_per_a": 1.2,
  "lumo_energy_ha": 0.139,
  "charge": -2,
  "de_lowest_ev": 5.112,
  "species": ["Sc", "Cl", "C", "C", "C", "C", "O", "C", "C", "N", "C", "C", "C", "C", "C", "C", "C", "C", "N", "C", "C", "H", "H", "H", "H", "H", "H", "H", "H", "H", "H", "C", "C", "N", "N", "C", "S", "S", "C", "C", "C", "C", "C", "C", "C", "C", "C", "C", "C", "C", "C", "O", "H", "H", "H", "H", "H", "H", "H", "H", "H", "H", "H", "H", "H", "H", "F", "C", "C", "C", "C", "C", "C", "C", "H", "H", "H", "H", "H", "H", "C", "C", "C", "C", "C", "C", "C", "H", "H", "H", "H", "H", "H", "H"],
  "xyz": [[0.273944, 0.280699, 0.852466], [2.331636, -0.823205, 7.640908], [1.889684, -0.181961, 6.070321], [2.632900, 0.867624, 5.525540], [2.306203, 1.357253, 4.285781], [1.243929, 0.818208, 3.527760], [0.983928, 1.293729, 2.350710], [0.470567, -0.215616, 4.128824], [-0.784461, -0.643035, 3.551468], [-1.184988, -0.425091, 2.350095], [-2.619966, -0.446299, 2.218351], [-3.336496, -1.602484, 2.121428], [-4.744784, -1.564513, 2.072590], [-5.413469, -0.382920, 2.201406], [-4.702636, 0.830729, 2.339795], [-5.336409, 2.081364, 2.534090], [-4.566545, 3.192792, 2.683650], [-3.161685, 3.066798, 2.645124], [-2.533378, 1.938832, 2.439784], [-3.287901, 0.811441, 2.313036], [0.814039, -0.698437, 5.400200], [3.464319, 1.278242, 6.083551], [2.872314, 2.165933, 3.839932], [-1.503806, -1.063569, 4.255943], [-2.815120, -2.545466, 2.032009], [-5.295492, -2.486169, 1.937637], [-6.497864, -0.359237, 2.223931], [-6.418714, 2.132486, 2.570825], [-5.016204, 4.165195, 2.841934], [-2.530546, 3.941056, 2.776716], [0.228937, -1.495640, 5.841934], [1.337139, 2.695162, -1.818554], [2.127017, 1.571258, -1.233579], [2.445695, 1.618504, 0.013014], [3.461524, 0.823385, 0.487157], [3.448558, -0.313730, 1.068612], [2.199818, -1.429028, 1.506525], [5.129125, -0.909754, 1.463490], [5.527200, -1.696073, -0.128999], [6.286249, -0.856108, -1.137433], [7.016097, -1.507772, -2.130529], [7.676362, -0.793349, -3.120493], [7.616462, 0.593454, -3.134595], [6.908122, 1.251724, -2.137334], [6.254511, 0.534785, -1.142411], [2.406965, 0.372352, -2.062376], [3.395228, 0.246106, -3.025066], [3.612117, -0.973634, -3.652656], [2.824610, -2.065986, -3.296896], [1.809502, -1.943418, -2.360319], [1.572347, -0.717440, -1.730452], [0.603773, -0.544674, -0.858505], [1.171765, 3.469061, -1.069732], [1.892584, 3.118878, -2.661466], [0.375501, 2.339529, -2.197054], [6.112839, -2.583200, 0.113857], [4.571974, -2.026884, -0.545728], [7.056209, -2.592550, -2.135189], [8.233245, -1.320725, -3.887777], [8.111217, 1.155041, -3.918935], [6.843134, 2.334276, -2.140406], [5.688831, 1.050492, -0.375635], [4.025125, 1.097591, -3.259111], [4.396817, -1.071978, -4.392840], [2.999989, -3.030514, -3.760020], [1.190690, -2.788035, -2.077215], [-6.152131, -5.209938, -3.074331], [-5.096589, -4.574309, -2.419690], [-4.506147, -5.182750, -1.329309], [-3.454066, -4.560069, -0.677174], [-2.926085, -3.284565, -1.098043], [-1.868453, -2.657986, -0.450890], [-3.593623, -2.712970, -2.241268], [-4.646260, -3.345257, -2.875561], [-4.875618, -6.148317, -0.995972], [-2.989579, -5.045015, 0.176746], [-1.461204, -1.709158, -0.789147], [-1.379278, -3.124308, 0.402626], [-3.243090, -1.754461, -2.610491], [-5.132484, -2.891405, -3.733871], [-1.641845, 1.500826, -0.396015], [-2.475591, 2.383858, -1.074020], [-2.147621, 3.765310, -1.256388], [-2.991991, 4.634467, -1.925357], [-4.222589, 4.208300, -2.422691], [-4.586537, 2.870978, -2.219421], [-3.755226, 1.983856, -1.570588], [-0.644733, 1.842318, -0.131037], [-1.900519, 0.443418, -0.349165], [-1.206997, 4.128325, -0.853218], [-2.686395, 5.667771, -2.063952], [-4.886226, 4.896610, -2.934057], [-5.549023, 2.524234, -2.583313], [-4.070367, 0.954748, -1.423463]],
  "atomic_forces_ev_per_a": [[-0.6, -0.4, -0.9], [0.0, 0.0, 0.0], [0.0, 0.0, 0.1], [0.0, -0.1, 0.0], [0.1, 0.1, 0.0], [-0.1, 0.0, 0.2], [0.2, 0.5, 1.0], [0.2, 0.0, -0.1], [0.1, 0.2, 0.1], [-0.5, 0.0, 0.3], [-0.1, 0.0, 0.1], [0.2, -0.1, -0.3], [-0.2, 0.0, 0.1], [-0.1, -0.1, 0.1], [0.1, 0.0, -0.1], [0.2, -0.1, -0.1], [-0.2, 0.2, 0.1], [0.3, -0.2, -0.3], [-0.2, 0.0, 0.6], [0.1, 0.0, 0.0], [0.0, 0.0, -0.1], [0.0, 0.0, 0.0], [0.0, 0.0, 0.0], [0.0, 0.0, 0.1], [0.0, 0.0, 0.0], [0.1, 0.0, 0.0], [0.0, 0.0, -0.1], [0.0, 0.0, -0.1], [0.0, 0.0, 0.0], [-0.1, 0.0, 0.0], [0.0, 0.0, 0.0], [-0.2, 0.0, 0.0], [0.2, -0.2, 0.1], [-0.1, 0.2, 0.2], [0.6, -0.1, -0.3], [-0.2, 0.1, -0.1], [-0.1, 0.2, 0.1], [0.0, 0.0, 0.0], [0.0, 0.3, 0.1], [0.0, -0.1, 0.0], [0.0, 0.0, 0.0], [0.0, 0.0, 0.0], [0.0, 0.0, 0.0], [0.0, -0.1, 0.0], [0.0, 0.0, 0.0], [0.1, -0.1, 0.2], [0.0, 0.1, 0.0], [0.0, 0.0, 0.0], [0.0, 0.1, 0.0], [0.0, -0.2, 0.1], [0.1, -0.1, -0.2], [0.2, -0.2, -0.7], [0.0, 0.0, 0.0], [0.0, 0.0, 0.0], [0.0, 0.0, 0.0], [0.0, -0.1, 0.0], [0.0, 0.0, -0.1], [0.0, 0.0, 0.0], [0.0, 0.0, 0.0], [0.0, 0.0, 0.0], [0.0, 0.0, 0.0], [0.0, 0.0, 0.0], [0.0, 0.0, 0.0], [0.0, 0.0, 0.0], [0.0, 0.0, 0.0], [0.0, 0.1, 0.0], [0.1, 0.1, 0.1], [-0.1, -0.1, -0.1], [0.0, 0.0, 0.1], [-0.1, 0.1, -0.1], [0.1, 0.0, 0.2], [0.0, 0.1, 0.0], [-0.1, -0.1, 0.0], [0.1, 0.1, 0.0], [0.0, 0.0, 0.0], [0.0, 0.0, 0.0], [-0.1, -0.3, -0.1], [0.0, -0.1, -0.2], [0.0, 0.0, 0.0], [0.0, 0.0, 0.0], [0.2, -0.5, 0.2], [-0.1, 0.3, 0.4], [-0.1, 0.0, -0.1], [0.0, -0.2, 0.1], [-0.1, 0.1, 0.0], [0.1, 0.1, 0.0], [0.0, 0.1, 0.0], [0.0, 0.6, -0.3], [0.2, 0.0, -0.2], [0.0, 0.0, 0.0], [0.0, 0.0, 0.0], [0.0, 0.0, 0.0], [0.0, 0.0, 0.0], [0.0, 0.0, 0.0]],
  "mulliken_charge": [-0.430, -0.288, 0.182, -0.547, -0.510, 0.231, -0.303, 0.464, -0.031, 1.126, -0.754, -0.173, -0.897, -0.859, 1.182, -0.921, -0.604, -0.473, -0.203, 0.601, -0.926, 0.395, 0.455, 0.320, 0.439, 0.400, 0.384, 0.391, 0.377, 0.399, 0.455, -1.722, 0.852, -0.342, -0.349, 0.674, -0.647, -0.312, -0.776, 0.717, -0.558, -0.487, -0.363, -0.809, -0.072, 0.745, -0.557, -0.694, -0.621, -1.054, 0.308, 0.244, 0.348, 0.461, 0.289, 0.601, 0.020, 0.339, 0.356, 0.366, 0.403, 0.368, 0.442, 0.378, 0.397, 0.442, -0.399, 0.402, -0.497, -0.615, 0.843, -1.096, -0.477, -0.579, 0.359, 0.259, -0.136, 0.288, 0.334, 0.366, -0.773, 0.928, -0.358, -0.616, -0.554, -0.593, -0.557, 0.345, 0.094, 0.278, 0.350, 0.338, 0.361, 0.437]
}

***

{
  "formula": "C46H37I2N4O4W",
  "method": "the ωB97M-V functional and the def2-TZVPD basis",
  "e_tot_ha": -2956.70039,
  "max_force_ev_per_a": 0.2,
  "lumo_energy_ha": -0.384,
  "charge": 3,
  "de_lowest_ev": 2.202,
  "species": ["W", "O", "C", "C", "C", "C", "C", "C", "C", "O", "N", "N", "C", "C", "C", "C", "C", "C", "N", "H", "H", "H", "H", "H", "H", "H", "H", "H", "H", "O", "C", "C", "C", "C", "C", "C", "C", "C", "C", "O", "C", "C", "C", "C", "C", "C", "C", "C", "C", "C", "C", "C", "N", "C", "C", "C", "C", "C", "C", "C", "C", "C", "C", "C", "C", "H", "H", "H", "H", "H", "H", "H", "H", "H", "H", "H", "H", "H", "H", "H", "H", "H", "H", "H", "H", "H", "H", "H", "H", "H", "H", "H", "I", "I"],
  "xyz": [[0.392922, 0.061947, 0.002300], [1.451660, 4.822090, -1.459008], [1.756914, 4.454803, -2.705127], [2.276456, 5.434114, -3.547025], [2.598992, 5.123426, -4.848692], [2.420857, 3.830191, -5.375061], [1.926779, 2.845527, -4.573618], [1.595799, 3.144079, -3.221367], [1.180852, 2.119251, -2.385427], [1.337359, 1.049934, 0.970735], [0.837880, 1.266653, -1.673095], [-1.406692, 1.019963, 0.127876], [-2.448828, 0.814797, -1.991830], [-1.908810, -0.426070, -2.461682], [-2.541578, -0.970812, -3.570515], [-2.079025, -2.177191, -4.091368], [-0.976948, -2.745156, -3.495887], [-0.377738, -2.117376, -2.396120], [-0.833675, -0.992603, -1.854877], [0.934641, 4.182031, -0.950463], [2.407764, 6.432367, -3.153052], [2.998190, 5.900978, -5.486994], [2.682448, 3.621474, -6.402104], [1.796278, 1.836376, -4.940480], [-3.182578, 1.337067, -2.600785], [-3.387695, -0.461929, -4.014498], [-2.560849, -2.633733, -4.945434], [-0.543229, -3.664936, -3.865601], [0.517364, -2.548057, -1.971020], [-2.217439, 1.435360, -0.927332], [-1.970198, 1.713564, 1.330829], [-1.131911, 1.221521, 2.525726], [-1.073354, -0.271981, 2.660877], [-1.618265, -0.867201, 3.780147], [-1.478802, -2.226626, 3.972267], [-0.783910, -2.960735, 3.025709], [-0.274060, -2.350396, 1.899221], [0.387013, -3.226240, 0.866600], [1.747272, -2.751302, 0.360076], [1.391429, -1.413043, -0.189783], [2.791522, -2.535585, 1.435163], [3.763983, -1.548782, 1.291291], [4.787708, -1.436996, 2.217967], [4.852179, -2.309670, 3.295331], [3.882481, -3.288021, 3.447496], [2.853446, -3.400993, 2.522840], [2.260509, -3.573620, -0.809760], [3.180108, -3.005173, -1.690794], [3.673047, -3.738835, -2.757292], [3.265694, -5.053943, -2.947647], [2.362402, -5.627810, -2.067486], [1.855776, -4.890272, -1.003398], [-0.439687, -1.008468, 1.702010], [-1.829612, 3.220791, 1.104467], [-0.639869, 3.890294, 1.401049], [-0.501958, 5.244133, 1.120793], [-1.542548, 5.945901, 0.527970], [-2.723953, 5.287690, 0.222182], [-2.865349, 3.936842, 0.508214], [-3.401803, 1.229921, 1.573537], [-3.866152, 0.025160, 1.053037], [-5.133178, -0.444822, 1.375704], [-5.944621, 0.280093, 2.234072], [-5.480105, 1.471787, 2.774766], [-4.217332, 1.942630, 2.449035], [-1.602516, 1.629686, 3.417538], [-0.117523, 1.607936, 2.514093], [-2.126835, -0.248212, 4.505591], [-1.891622, -2.707760, 4.848746], [-0.638675, -4.023740, 3.155762], [-0.279472, -3.346659, 0.007768], [0.492635, -4.215921, 1.300512], [3.737248, -0.865572, 0.451556], [5.542630, -0.672071, 2.094479], [5.657301, -2.227287, 4.012747], [3.928830, -3.974931, 4.281770], [2.129752, -4.196410, 2.648866], [3.528937, -1.991529, -1.538199], [4.392958, -3.291934, -3.429808], [3.664802, -5.632339, -3.769744], [2.056357, -6.657244, -2.196622], [1.165302, -5.374494, -0.325757], [0.188971, 3.388294, 1.882565], [0.414373, 5.754909, 1.387266], [-1.438569, 7.002913, 0.323758], [-3.547162, 5.828929, -0.224767], [-3.804297, 3.446461, 0.285278], [-3.235074, -0.578965, 0.406938], [-5.483899, -1.380605, 0.960553], [-6.932431, -0.081677, 2.484541], [-6.104383, 2.040365, 3.450790], [-3.871237, 2.876523, 2.875906], [2.052498, 0.056800, 4.438656], [1.335137, -1.639858, 6.344537]],
  "atomic_forces_ev_per_a": [[-0.1, 0.0, -0.1], [0.0, 0.0, 0.0], [0.0, 0.0, 0.0], [0.0, 0.0, 0.0], [0.0, 0.0, 0.0], [0.0, 0.0, 0.0], [0.0, 0.0, 0.0], [0.0, 0.0, 0.0], [0.0, 0.0, 0.0], [0.0, 0.0, 0.0], [0.0, 0.0, 0.0], [0.0, 0.1, 0.0], [0.0, 0.0, 0.0], [0.0, 0.0, 0.0], [0.0, 0.0, 0.0], [0.0, 0.0, 0.0], [0.0, 0.0, 0.0], [0.0, 0.0, 0.0], [0.0, 0.0, 0.0], [0.0, 0.0, 0.0], [0.0, 0.0, 0.0], [0.0, 0.0, 0.0], [0.0, 0.0, 0.0], [0.0, 0.0, 0.0], [0.0, 0.0, 0.0], [0.0, 0.0, 0.0], [0.0, 0.0, 0.0], [0.0, 0.0, 0.0], [0.0, 0.0, 0.0], [0.0, 0.0, 0.0], [0.0, 0.0, 0.0], [0.0, 0.0, 0.0], [0.0, 0.0, 0.0], [0.0, 0.0, 0.0], [0.0, 0.0, 0.0], [0.0, 0.0, 0.0], [0.0, 0.0, 0.0], [0.0, 0.0, 0.0], [0.0, 0.0, 0.0], [0.1, 0.0, 0.1], [0.0, 0.0, 0.0], [0.0, 0.0, 0.0], [0.0, 0.0, 0.0], [0.0, 0.0, 0.0], [0.0, 0.0, 0.0], [0.0, 0.0, 0.0], [0.0, 0.0, 0.0], [0.0, 0.0, 0.0], [0.0, 0.0, 0.0], [0.0, 0.0, 0.0], [0.0, 0.0, 0.0], [0.0, 0.0, 0.0], [0.0, 0.0, 0.0], [0.0, 0.0, 0.0], [0.0, 0.0, 0.0], [0.0, 0.0, 0.0], [0.0, 0.0, 0.0], [0.0, 0.0, 0.0], [0.0, 0.0, 0.0], [0.0, 0.0, 0.0], [0.0, 0.0, 0.0], [0.0, 0.0, 0.0], [0.0, 0.0, 0.0], [0.0, 0.0, 0.0], [0.0, 0.0, 0.0], [0.0, 0.0, 0.0], [0.0, 0.0, 0.0], [0.0, 0.0, 0.0], [0.0, 0.0, 0.0], [0.0, 0.0, 0.0], [0.0, 0.0, 0.0], [0.0, 0.0, 0.0], [0.0, 0.0, 0.0], [0.0, 0.0, 0.0], [0.0, 0.0, 0.0], [0.0, 0.0, 0.0], [0.0, 0.0, 0.0], [0.0, 0.0, 0.0], [0.0, 0.0, 0.0], [0.0, 0.0, 0.0], [0.0, 0.0, 0.0], [0.0, 0.0, 0.0], [0.0, 0.0, 0.0], [0.0, 0.0, 0.0], [0.0, 0.0, 0.0], [0.0, 0.0, 0.0], [0.0, 0.0, 0.0], [0.0, 0.0, 0.0], [0.0, 0.0, 0.0], [0.0, 0.0, 0.0], [0.0, 0.0, 0.0], [0.0, 0.0, 0.0], [0.0, 0.0, 0.0], [0.0, 0.0, 0.0]],
  "mulliken_charge": [1.208, -0.445, 0.637, -0.650, -0.375, -0.840, -0.669, 0.219, 0.988, -0.708, -0.531, 0.410, -0.557, 1.134, -1.020, -0.856, -0.953, -0.030, 0.190, 0.116, 0.491, 0.429, 0.450, 0.501, 0.579, 0.567, 0.506, 0.604, 0.545, 0.010, 2.456, -2.222, 0.445, -0.861, -1.405, -0.665, 0.113, -2.042, 2.801, 0.948, -0.101, 0.121, -1.016, -0.560, -1.024, -0.239, -0.495, 0.015, -1.064, -0.602, -1.126, 0.027, 0.782, -0.603, -0.618, -0.838, -0.639, -1.150, -0.284, 0.596, -0.335, -1.085, -0.723, -1.030, -0.298, 0.773, 0.491, 0.678, 0.565, 0.608, 0.458, 1.270, 0.219, 0.464, 0.466, 0.491, 0.363, 0.303, 0.476, 0.482, 0.495, 0.421, 0.400, 0.511, 0.496, 0.473, 0.529, 0.198, 0.497, 0.469, 0.498, 0.580, 0.141, -0.044]
}

***

Q: Which value of charge does entry 2 give?
A: +3

***

Q: Which value of charge does entry 1 give?
A: -2

***

Q: Which of these has the lowest charge?
A: C46H37ClFN4O2S2Sc

***

Q: The lowest charge belongs to which entry?
A: C46H37ClFN4O2S2Sc